# 1
A molecular structure, C42H55MnN3O4S. Source: OMol25; level of theory: the ωB97M-V functional and the def2-TZVPD basis.

Calculated values
- HOMO energy (spin up / spin down) (eV) = -7.1465 / -7.1830
- DFT total energy (Eh) = -3647.84976
- multiplicity = 2
- M (g mol⁻¹) = 752.92
- net charge = 0
- frontier orbital gap (spin up / spin down) (eV) = 7.672 / 7.709
- E_LUMO (spin up / spin down) (eV) = 0.53 / 0.53

Each line ends with the Löwdin spin population.
Cartesian coordinates (Å):
Mn  -0.1016  -1.1544  0.0369  0.983
C  -0.1135  -3.1556  -0.8725  0.026
C  0.8126  -2.4721  -1.7100  -0.009
C  0.1104  -1.3701  -2.2961  0.008
C  -1.2282  -1.4332  -1.7979  -0.011
C  -1.3910  -2.5661  -0.9741  -0.020
C  -2.6860  -3.2205  -0.5438  -0.004
C  -2.4995  -4.0108  0.7522  0.000
C  -3.0644  -4.2022  -1.6676  -0.002
C  -3.8372  -2.2323  -0.3695  0.000
C  0.4075  -0.4325  -3.4802  0.001
C  1.6711  0.4300  -3.3896  0.000
C  -0.7518  0.5577  -3.6731  -0.001
C  0.4385  -1.2754  -4.7694  0.001
C  2.1298  -3.2051  -2.0197  -0.002
C  2.7593  -3.8026  -0.7467  0.000
C  3.2587  -2.4463  -2.7166  0.000
C  1.7276  -4.3792  -2.9366  -0.001
H  0.1040  -4.0240  -0.2776  0.002
H  -2.0067  -0.7312  -2.0348  -0.001
H  -1.7846  -4.8254  0.6291  0.000
H  -3.4512  -4.4534  1.0568  0.000
H  -2.1462  -3.3740  1.5627  0.000
H  -2.2580  -4.9153  -1.8461  0.000
H  -3.2549  -3.6692  -2.6010  0.000
H  -3.9652  -4.7604  -1.4028  0.000
H  -3.7050  -1.6031  0.5097  0.000
H  -4.7701  -2.7880  -0.2477  0.000
H  -3.9486  -1.5785  -1.2353  0.000
H  1.5542  1.2016  -2.6266  0.000
H  1.8171  0.9488  -4.3403  0.000
H  2.5780  -0.1262  -3.1776  0.000
H  -0.9620  1.1319  -2.7711  0.000
H  -1.6689  0.0515  -3.9734  0.000
H  -0.4857  1.2619  -4.4643  0.000
H  1.3252  -1.8929  -4.8618  0.000
H  0.3986  -0.6212  -5.6442  0.000
H  -0.4302  -1.9350  -4.8011  0.000
H  3.3304  -3.0538  -0.1964  0.000
H  3.4601  -4.5890  -1.0388  0.000
H  2.0328  -4.2371  -0.0655  0.000
H  3.6083  -1.6052  -2.1261  0.000
H  3.0072  -2.0957  -3.7097  0.000
H  4.1037  -3.1314  -2.8245  0.000
H  1.0577  -5.0575  -2.4101  0.000
H  2.6136  -4.9382  -3.2489  0.000
H  1.2103  -4.0295  -3.8298  0.000
O  0.6575  -2.9416  1.9584  0.019
C  1.7543  -2.4796  2.6785  0.001
C  2.5834  -1.5398  1.8420  0.002
C  3.9120  -1.2992  2.1901  0.000
C  4.6967  -0.5007  1.3862  0.001
C  4.1285  0.0161  0.2305  0.000
C  2.8000  -0.2551  -0.0262  0.001
N  2.0099  -0.9898  0.7710  0.003
H  -0.1013  -2.8467  2.5838  0.000
H  2.4044  -3.3030  3.0080  0.000
H  1.4353  -1.9453  3.5843  0.000
H  4.3122  -1.7661  3.0806  0.000
H  5.7313  -0.3055  1.6365  0.000
H  4.6958  0.6168  -0.4671  0.000
H  2.3148  0.1327  -0.9074  0.000
C  -2.9361  -1.0259  5.2573  0.000
N  -2.7503  -0.5159  3.9089  0.000
C  -3.5336  0.4794  3.4210  0.000
C  -3.3945  0.8899  2.1562  0.000
C  -2.3924  0.2528  1.3197  -0.001
O  -2.2948  0.5753  0.1370  0.004
N  -1.5568  -0.7084  1.8444  -0.006
C  -1.7767  -1.1271  3.1139  0.000
O  -1.1842  -2.0669  3.6741  0.000
H  -3.6874  -0.4140  5.7513  0.000
H  -2.0008  -0.9777  5.8120  0.000
H  -3.2649  -2.0642  5.2319  0.000
H  -4.2636  0.8846  4.1090  0.000
H  -4.0245  1.6554  1.7317  0.000
O  0.3523  1.0431  0.0043  0.003
S  0.0509  2.4038  -0.5512  0.002
C  1.5272  3.3912  -0.1473  0.000
C  1.7683  3.7166  1.3011  0.000
C  1.8330  2.7366  2.2889  0.000
C  2.0542  3.0937  3.6097  0.000
C  2.2237  4.4234  3.9644  0.000
C  2.1657  5.4049  2.9875  0.000
C  1.9347  5.0502  1.6669  0.000
C  -1.1831  3.2005  0.5023  0.001
C  -1.6210  4.5110  -0.0740  0.000
C  -2.3493  4.5321  -1.2606  0.000
C  -2.7722  5.7357  -1.8006  0.000
C  -2.4786  6.9299  -1.1578  0.000
C  -1.7619  6.9152  0.0288  0.000
C  -1.3338  5.7112  0.5668  0.000
H  1.4588  4.3096  -0.7344  0.000
H  2.3371  2.7979  -0.5794  0.000
H  1.6768  1.7023  2.0289  0.000
H  2.0911  2.3215  4.3679  0.000
H  2.4030  4.6933  4.9970  0.000
H  2.3010  6.4458  3.2518  0.000
H  1.8971  5.8173  0.9034  0.000
H  -0.7949  3.2842  1.5184  0.000
H  -1.9827  2.4620  0.4828  0.000
H  -2.5854  3.5998  -1.7577  0.000
H  -3.3388  5.7412  -2.7229  0.000
H  -2.8198  7.8678  -1.5754  0.000
H  -1.5400  7.8425  0.5417  0.000
H  -0.7938  5.6957  1.5027  0.000

# 2
A molecular structure, C42H57As2N3O9RbSi3. Source: OMol25; level of theory: the ωB97M-V functional and the def2-TZVPD basis.

Calculated values
- HOMO energy (eV) = -3.6457
- DFT total energy (Eh) = -7840.30495
- M (g mol⁻¹) = 1067.50
- net charge = -1
- frontier orbital gap (eV) = 4.649
- E_LUMO (eV) = 1.00

Each line ends with the Löwdin charge.
Cartesian coordinates (Å):
Rb  0.2742  0.4014  -0.9164  0.806
C  3.2596  -3.3485  0.3405  -0.048
C  2.8006  -2.0287  0.2764  -0.188
N  1.5553  -1.6833  0.5205  -0.060
C  0.6434  -2.6240  0.7934  -0.200
C  0.9913  -4.0077  0.7995  -0.172
C  2.3486  -4.3351  0.6079  -0.006
C  0.0036  -4.9854  0.9716  -0.070
C  -1.3092  -4.5955  1.1117  -0.092
C  -1.6659  -3.2607  1.1582  -0.022
C  -0.7203  -2.2244  1.0501  -0.252
N  -1.0290  -0.9253  1.0608  -0.006
C  -2.2060  -0.4618  1.5412  -0.261
C  -2.7336  -0.8614  2.7737  -0.028
C  -3.9341  -0.3660  3.2682  -0.072
C  -4.6599  0.5584  2.5613  -0.051
C  -4.1623  1.0421  1.3395  -0.156
C  -4.8507  2.0070  0.5782  -0.010
C  -4.3169  2.4438  -0.6024  -0.049
C  -3.0796  1.9275  -1.0052  -0.171
N  -2.4162  1.0179  -0.3337  0.039
C  -2.9247  0.5556  0.8198  -0.161
H  4.3067  -3.5748  0.1864  0.102
H  3.4786  -1.2062  0.0430  0.111
H  2.6431  -5.3752  0.6650  0.114
H  0.2809  -6.0287  0.9636  0.098
H  -2.0828  -5.3454  1.2024  0.099
H  -2.7084  -2.9924  1.2556  0.108
H  -2.1816  -1.5825  3.3576  0.110
H  -4.2972  -0.7282  4.2211  0.103
H  -5.6103  0.9266  2.9236  0.104
H  -5.7924  2.3938  0.9431  0.113
H  -4.8243  3.1714  -1.2164  0.102
H  -2.6265  2.2759  -1.9249  0.104
C  2.5209  1.7389  -3.3207  -0.170
O  1.4002  0.9017  -3.3696  -0.449
Si  1.2541  -0.3213  -4.5123  0.305
C  2.7133  -1.5156  -4.1824  -0.154
C  1.6400  0.4298  -6.2480  -0.158
C  -0.4661  -0.9770  -4.3107  -0.435
Si  -1.9081  0.1273  -4.7361  0.406
C  -3.4169  -0.0931  -3.5694  -0.186
C  -1.4603  1.9917  -4.6975  -0.187
C  -2.6287  -0.1640  -6.5043  -0.192
Si  -0.6710  -2.8283  -4.3229  0.403
C  0.3499  -3.7268  -2.9670  -0.175
C  -2.4613  -3.4272  -4.0373  -0.191
C  -0.1213  -3.5666  -6.0213  -0.192
H  2.4787  2.4776  -4.1279  0.086
H  3.4505  1.1715  -3.4240  0.078
H  2.5384  2.2639  -2.3621  0.075
H  3.6713  -1.0840  -4.4586  0.018
H  2.6001  -2.4313  -4.7471  0.010
H  2.7613  -1.7837  -3.1320  0.016
H  2.6763  0.7380  -6.3585  0.012
H  1.0175  1.3001  -6.4228  0.004
H  1.4232  -0.2824  -7.0368  0.020
H  -3.0852  -0.2641  -2.5497  0.005
H  -4.0122  -0.9491  -3.8666  0.009
H  -4.0736  0.7739  -3.5698  0.015
H  -0.8826  2.2294  -3.8089  0.005
H  -2.3400  2.6289  -4.7093  0.017
H  -0.8587  2.2586  -5.5592  0.008
H  -2.9329  -1.2013  -6.5974  0.003
H  -1.8874  0.0294  -7.2732  0.011
H  -3.4970  0.4557  -6.7157  0.010
H  0.4318  -3.1013  -2.0799  0.010
H  1.3562  -3.9560  -3.3024  0.010
H  -0.1154  -4.6604  -2.6603  0.019
H  -2.8110  -3.0989  -3.0664  0.018
H  -2.5335  -4.5098  -4.0644  0.016
H  -3.1405  -3.0334  -4.7827  0.005
H  0.9083  -3.2932  -6.2302  0.000
H  -0.7308  -3.1638  -6.8243  0.010
H  -0.1939  -4.6501  -6.0608  0.008
C  4.6779  4.6457  2.2855  -0.039
O  3.7646  3.8270  2.9914  -0.057
C  2.9170  3.0957  2.2274  -0.525
O  2.9720  3.1059  1.0115  0.069
C  2.0272  2.2397  2.9917  -0.257
C  1.5006  2.6387  4.1592  -0.267
As  0.2290  1.5556  5.3013  1.368
C  -0.8646  3.0653  5.9563  -0.281
C  -0.4541  0.9774  3.5962  -0.311
C  0.4211  0.0167  3.0994  -0.345
As  1.7822  0.5706  1.8777  1.291
C  3.3570  -0.1748  2.8333  -0.244
C  0.6273  -1.1982  3.8321  -0.530
O  1.3841  -2.1015  3.5157  0.084
O  -0.1907  -1.3317  4.9279  -0.140
C  -0.1100  -2.5877  5.5630  -0.063
C  -0.9930  2.0638  2.8058  -0.536
O  -1.8819  2.7949  3.2104  0.086
O  -0.4324  2.2533  1.5826  -0.156
C  -0.8080  3.4694  0.9662  -0.039
C  1.6847  4.0296  4.6088  -0.551
O  1.1059  4.9644  4.1120  0.130
O  2.5115  4.2512  5.6635  -0.034
C  3.3007  3.1739  6.1168  -0.079
H  5.2932  5.1417  3.0338  0.095
H  4.1389  5.3820  1.6859  0.102
H  5.2948  4.0296  1.6254  0.097
H  -0.2657  3.6772  6.6358  0.026
H  -1.7143  2.6679  6.5157  0.024
H  -1.2298  3.6786  5.1374  0.016
H  3.2276  -0.0252  3.9100  0.036
H  4.2420  0.3782  2.5031  0.035
H  3.4978  -1.2341  2.6408  0.012
H  -0.8408  -2.5741  6.3676  0.091
H  0.8930  -2.7557  5.9647  0.095
H  -0.3334  -3.3859  4.8494  0.098
H  -0.3385  3.4799  -0.0155  0.096
H  -0.4441  4.3123  1.5617  0.107
H  -1.8953  3.5441  0.8783  0.091
H  3.9026  3.5653  6.9355  0.094
H  3.9523  2.8140  5.3155  0.091
H  2.6737  2.3457  6.4743  0.062